# C14H24N4O2PdSi

A structure of composition C14H24N4O2PdSi (ωB97M-V/def2-TZVPD, the Open Molecules 2025 dataset).

```
46
Properties=species:S:1:pos:R:3:forces:R:3
Pd 0.214940 -0.065541 -0.014834 0.0 -1.9 0.8
C 3.007665 1.008967 0.904434 0.0 0.0 -0.1
C 1.812478 1.246217 0.005627 0.1 0.0 0.5
N 1.792436 0.970430 -1.305130 0.0 0.5 -0.5
O 2.789737 -0.021772 -1.647701 0.2 -0.1 0.0
C 0.918021 2.394224 0.382289 0.6 0.8 0.0
C 1.476246 3.703556 0.888249 -0.2 -0.1 0.0
N -0.319436 2.192370 0.149101 -0.5 0.4 -0.1
O -1.247829 3.139787 0.324038 -0.1 -0.2 -0.2
H 3.474748 0.048437 0.710038 0.0 0.0 0.0
H 2.690584 1.034408 1.947107 0.0 0.0 0.0
H 3.756951 1.796783 0.739507 0.0 0.0 0.0
H 2.517138 -0.799716 -1.138276 -0.1 -0.1 0.0
H 2.132026 4.166004 0.143425 0.1 0.0 0.0
H 2.045870 3.576072 1.813357 0.1 0.0 0.0
H 0.634805 4.371753 1.076843 0.0 0.0 0.0
C -4.494618 2.295174 -2.276584 0.1 0.0 0.0
C -3.611273 1.125266 -1.981051 -0.1 0.0 -0.1
C -3.607453 -0.160755 -2.500945 -0.1 0.1 0.1
C -2.521439 -0.797279 -1.866343 -0.1 0.2 0.1
N -1.929716 0.047161 -1.031170 -0.1 -0.4 -0.3
N -2.594580 1.205516 -1.111134 0.3 1.0 0.6
C -1.993827 -2.186851 -2.024725 0.1 0.1 0.0
H -5.463272 1.959501 -2.649892 0.0 0.0 0.0
H -4.045989 2.946242 -3.032210 0.0 0.0 0.0
H -4.648426 2.894965 -1.378012 0.0 0.0 0.0
H -4.300976 -0.573913 -3.219044 0.0 0.0 0.0
H -2.235051 2.082878 -0.532487 -0.1 -0.9 -0.5
H -2.774600 -2.872131 -2.362439 0.0 0.0 0.0
H -1.580294 -2.526473 -1.073329 0.0 0.0 0.0
H -1.174655 -2.202526 -2.747968 0.0 0.0 0.0
C 0.213861 -5.961434 0.098850 0.0 0.2 0.1
Si 0.578815 -4.860968 1.612907 0.0 -0.1 0.0
C -0.703210 -5.427485 2.909963 0.0 0.2 -0.1
C 2.251471 -5.478827 2.293431 0.0 0.1 -0.1
C 0.563830 -3.113391 1.246254 0.1 -0.5 0.3
C 0.494055 -1.898388 0.998735 -0.2 0.7 -0.6
H 0.173721 -7.024523 0.356112 0.0 0.0 0.1
H 0.980193 -5.822463 -0.668066 0.0 0.0 0.0
H -0.745821 -5.679217 -0.341843 0.0 0.0 0.0
H -0.656326 -6.505597 3.094933 0.1 0.0 -0.1
H -1.715823 -5.189277 2.572862 0.0 0.0 0.0
H -0.550387 -4.916216 3.864380 0.0 0.0 0.0
H 2.247778 -6.541798 2.555210 -0.1 0.0 0.0
H 2.527255 -4.913108 3.187520 0.0 0.0 0.0
H 3.038603 -5.318156 1.551424 0.0 0.0 0.0
```
Positions in Å, forces in eV/Å.

Calculated values
F_max ... 0.0398 Eh/bohr
Energy relative to the best compared isomer or geometry (same formula, charge and spin) ... 25.5 kcal per mole
Total charge ... -2
E_LUMO ... 5.111 eV
2S+1 ... 1

# C14H24N4O7PRhSTe2

A structure of composition C14H24N4O7PRhSTe2 (ωB97M-V/def2-TZVPD, the Open Molecules 2025 dataset).

```
54
Properties=species:S:1:pos:R:3:forces:R:3
Rh 1.960263 1.416380 0.690653 0.0 -0.5 -0.5
O -2.054194 5.608218 0.732161 0.0 0.0 -0.1
C -1.899831 5.187905 1.939100 0.1 -0.1 0.2
O -2.496817 5.608853 2.925495 0.0 0.0 -0.1
C -0.895280 4.087890 2.120628 0.0 0.0 0.0
C -0.542636 3.496868 3.313158 0.0 0.0 0.0
N 0.381699 2.558677 3.037955 0.0 0.0 0.0
N 0.645988 2.501521 1.745565 0.0 0.0 -0.1
C -0.101972 3.425123 1.160414 0.0 0.0 0.0
C 0.074078 3.604087 -0.305160 0.0 0.0 -0.2
O -0.639220 4.502641 -0.875013 0.1 -0.1 -0.1
O 0.894062 2.884998 -0.889905 0.1 0.0 0.0
H -1.326105 5.049501 -0.098953 -0.2 0.1 0.2
H -0.892286 3.690557 4.311336 0.0 0.0 0.0
H 0.913884 1.964522 3.653310 0.0 0.0 0.0
Te 3.815914 2.935593 1.623635 0.2 0.2 0.1
C 2.268901 0.072976 2.162354 0.0 0.0 0.0
H 2.791302 -0.802948 1.768415 0.0 0.0 0.0
H 1.264343 -0.234902 2.485708 0.0 0.0 0.0
H 2.832676 0.463110 3.013581 0.0 0.0 0.0
S 3.576255 0.328507 -0.770702 -0.2 0.0 0.2
C 2.485435 -0.149399 -2.000949 0.1 0.1 -0.1
N 1.748462 0.743357 -2.660416 -0.1 0.0 0.2
C 0.563308 0.368922 -3.417954 0.1 0.0 0.0
C 0.820086 -0.949819 -4.124434 0.1 0.0 0.0
C 1.288807 -1.981280 -3.112732 0.0 0.0 0.0
N 2.433205 -1.447921 -2.381663 -0.1 0.1 0.1
H 1.716891 1.661871 -2.223350 0.0 0.0 0.0
H 0.358109 1.162236 -4.137877 0.0 0.0 0.0
H -0.284429 0.286736 -2.737842 -0.1 0.0 0.1
H 1.594483 -0.811158 -4.884833 0.0 0.0 0.0
H -0.087962 -1.295833 -4.620687 0.0 0.0 0.0
H 1.598430 -2.901914 -3.612418 0.0 0.0 0.0
H 0.478148 -2.212964 -2.415517 0.0 0.0 0.0
H 2.843253 -2.045114 -1.681454 0.0 0.0 0.0
C -3.756251 -2.335851 -1.839240 0.0 0.0 0.0
C -2.770214 -2.506605 -0.703838 0.0 0.0 0.0
O -1.703744 -1.592410 -0.899020 0.0 0.0 0.0
P -0.742602 -1.155442 0.353652 0.1 0.0 -0.2
O 0.335996 -0.352078 -0.276464 -0.1 0.2 0.0
Te -2.070068 -0.277908 2.105854 0.0 0.0 0.0
O -0.083393 -2.587566 0.753959 0.0 -0.1 0.0
C -0.526355 -3.451133 1.794115 0.0 0.0 0.0
C 0.552052 -3.564082 2.850743 0.0 0.0 0.0
H -4.591451 -3.030927 -1.726455 0.0 0.0 0.0
H -3.274754 -2.521835 -2.801164 0.0 0.0 0.0
H -4.145785 -1.317764 -1.839927 0.0 0.0 0.0
H -2.370657 -3.528131 -0.684675 0.0 0.0 0.0
H -3.254775 -2.307603 0.257828 0.0 0.0 0.0
H -0.737806 -4.424804 1.338756 0.0 0.0 0.0
H -1.447470 -3.063699 2.236443 0.0 0.0 0.0
H 1.468757 -3.980418 2.430324 0.0 0.0 0.0
H 0.213006 -4.204930 3.668999 0.0 0.0 0.0
H 0.778251 -2.574625 3.248503 0.0 0.0 0.0
```
Positions in Å, forces in eV/Å.

Calculated values
F_max ... 0.0136 Eh/bohr
Energy relative to the best compared isomer or geometry (same formula, charge and spin) ... 13.6 kcal per mole
Total charge ... -2
E_LUMO ... 4.078 eV
2S+1 ... 1

# C14H25AlBr3CaCl2F3INO15

A structure of composition C14H25AlBr3CaCl2F3INO15 (ωB97M-V/def2-TZVPD, the Open Molecules 2025 dataset).

```
66
Properties=species:S:1:pos:R:3:forces:R:3
O 0.325161 -1.429834 4.526240 1.0 3.7 -7.5
C 0.514229 -0.816075 3.352276 -1.2 -2.8 4.9
O -0.448591 -1.035799 2.246787 3.0 -0.7 1.3
C 1.820476 0.206881 3.145222 -1.2 -0.2 -1.1
C 1.611483 1.293735 1.936182 1.4 -0.2 -1.1
N 1.067511 2.638122 2.366622 -2.4 -2.7 1.3
C -0.104452 2.525201 3.316396 0.9 3.8 5.9
O 0.032016 3.162817 4.512323 -1.1 -3.8 -7.5
O -1.358117 1.793457 3.060008 3.2 2.2 0.0
C -2.505339 2.697925 2.884735 -2.0 0.4 -1.1
C -3.922201 1.925754 3.324181 0.6 -0.1 -0.4
C -4.645416 1.176419 2.019427 -0.3 1.9 1.1
I -4.039853 -0.927175 2.014919 -0.6 0.6 -0.4
H 0.011642 -1.490950 1.458422 -1.2 1.3 1.1
H 2.192112 0.677626 4.158486 0.3 -0.9 -1.4
H 2.703067 -0.515549 2.791881 -0.6 1.3 0.8
H 2.698023 1.505957 1.490075 -2.4 -0.4 1.1
H 0.993617 0.801299 1.070288 0.8 1.2 1.7
H 1.807653 3.291756 2.703942 -1.1 -1.0 0.3
H -2.618780 2.876867 1.713359 0.4 -0.1 2.5
H -2.394976 3.716977 3.461880 0.0 -2.3 -1.0
H -4.638435 2.771938 3.701344 1.3 -1.5 -0.7
H -3.735116 1.133537 4.190469 -0.3 1.8 -1.8
H -5.816473 1.225306 2.192002 2.6 -0.6 -0.7
H -4.333483 1.697669 1.018665 -0.5 -1.3 1.7
O -7.042608 1.621462 4.482520 -0.3 0.9 0.6
H -6.806540 0.988687 5.207791 -0.1 -0.3 -0.7
H -7.196477 2.534927 4.834698 0.1 -0.6 -0.2
H -7.820267 1.299128 3.959558 0.5 -0.7 -0.1
C -2.284152 -4.578587 1.298934 0.4 -0.4 0.6
O -1.417270 -4.487024 0.443373 2.9 0.6 -2.1
O -3.401268 -4.052083 1.240548 -2.2 1.6 -0.3
O -2.178377 -5.211896 2.355504 0.3 -1.0 1.8
Al 2.179733 -2.236943 2.089135 0.1 1.5 2.1
O 4.132279 1.481711 4.301510 -0.6 -1.2 -1.3
H 3.827188 2.038521 4.994407 -0.2 0.9 1.1
Cl -6.820267 -1.189884 3.231292 -0.1 0.6 0.5
Ca 1.879733 -4.092587 0.085346 -1.2 -1.7 -1.9
O -3.335723 -0.129878 -1.276453 0.0 0.1 0.3
Cl -2.620327 1.094183 -1.580399 -0.3 -0.7 -1.1
O -1.217226 0.927792 -1.254600 -0.3 -0.8 0.8
O -3.172071 2.183538 -0.798526 -0.1 0.1 0.4
O -2.755987 1.395641 -2.992238 -1.1 -1.2 0.8
C 1.711865 1.848002 -6.980345 -0.3 -0.2 0.1
C 2.124084 3.016613 -6.105106 0.5 -0.3 -0.4
O 0.993429 3.527329 -5.382583 -0.6 -0.4 1.6
C 0.666663 2.866019 -4.226503 2.4 -1.5 -0.9
O 1.277313 1.889066 -3.801246 -1.6 2.3 -0.6
C -0.517759 3.542180 -3.537187 -2.8 0.4 1.7
F -1.512801 3.879251 -4.407417 1.2 -0.4 0.3
F -0.154826 4.697951 -2.910165 0.3 -0.7 -0.6
F -1.098725 2.759100 -2.584888 3.2 2.9 -2.0
H 0.885128 2.133698 -7.639401 0.2 0.0 0.0
H 2.551059 1.507253 -7.592337 -0.1 0.1 0.1
H 1.359654 1.007102 -6.374855 0.1 0.1 0.0
H 2.494455 3.832887 -6.734295 -0.3 0.0 0.3
H 2.936727 2.743351 -5.421972 -0.3 0.0 0.0
Br 4.121642 -7.344716 -3.431604 -1.0 0.1 0.2
C 6.038443 -7.005512 -3.305369 -0.2 0.0 0.3
C 6.386027 -6.307900 -2.011360 0.2 -0.4 0.2
Br 5.924259 -4.413942 -2.084211 -0.4 0.2 0.3
H 6.321010 -6.436345 -4.195195 -0.5 -0.2 0.4
H 6.504910 -7.993925 -3.348311 -0.4 0.3 0.1
H 7.466107 -6.330428 -1.839014 -0.3 0.0 -0.2
H 5.875469 -6.728246 -1.140356 0.0 0.1 -0.3
Br 8.479733 -7.179358 -4.224812 2.1 0.0 -0.6
```
Positions in Å, forces in eV/Å.

Calculated values
F_max ... 0.1652 Eh/bohr
E_LUMO ... -5.587 eV
2S+1 ... 1

# C14H25BBr2Cl2N3O7P2

The ion C14H25BBr2Cl2N3O7P2 with charge +1 (ωB97M-V/def2-TZVPD, the Open Molecules 2025 dataset).

```
56
Properties=species:S:1:pos:R:3:forces:R:3
C 2.528125 4.585603 0.692526 -0.1 0.1 -0.1
O 2.710471 3.758885 -0.448398 0.1 0.3 0.1
C 3.858841 2.945855 -0.410006 -0.3 -0.6 -0.2
C 3.634528 1.628278 0.379955 -0.1 1.1 0.0
C 2.173636 1.229420 0.269061 -0.1 -0.8 0.0
C 1.966758 -0.207786 0.749079 0.7 0.6 -0.2
N 0.658109 -0.780415 0.431943 -1.0 0.6 0.2
C -0.200580 -1.209772 1.293063 0.3 -0.4 0.1
C -0.124880 -0.968343 2.760678 0.6 0.0 0.5
C -0.104812 0.519635 3.066789 0.5 -0.1 0.2
O -0.972770 1.249647 2.767878 -0.7 0.5 -0.4
Br 1.423987 1.176395 4.059365 0.0 -0.1 0.0
C -1.250412 -2.059280 0.570272 -1.0 0.4 0.0
O -0.539391 -3.279226 0.443585 0.6 0.4 -0.2
N -1.408437 -4.495762 0.316358 -0.5 -0.4 0.6
O -0.784225 -5.424802 0.519649 0.1 0.1 -0.3
P -2.720443 -2.406453 1.680561 -0.3 -0.1 0.5
O -2.261996 -3.150461 2.873241 0.2 -0.2 0.0
C -1.392450 -1.233813 -0.735381 0.6 -0.6 -0.1
B -1.977089 -1.957331 -2.075958 -0.2 -0.2 -0.1
N -2.573427 -3.272111 -2.047542 -0.1 0.4 0.2
O -1.966620 -1.219170 -3.252903 0.0 0.0 0.3
C -2.373850 -0.046252 -0.434214 1.0 0.3 -0.7
Cl -3.996511 -0.699426 -0.828775 -0.3 0.0 0.3
C -2.210239 1.246212 -1.247489 -1.0 0.1 0.0
C -3.417099 2.180117 -1.063832 0.3 0.3 0.1
Cl -0.759889 2.128290 -0.710427 0.3 0.0 0.1
C 0.105852 -0.896363 -0.935821 0.4 -0.3 -0.3
P 0.970483 -2.175898 -2.056159 -0.6 -0.3 -0.2
O 1.941626 -1.165084 -2.884802 0.3 -0.1 0.3
Br 2.400569 -3.281015 -0.774123 0.1 0.1 0.0
H 3.386671 4.537353 1.361842 0.0 -0.1 0.1
H 1.619263 4.298227 1.224055 0.0 -0.1 0.1
H 2.409194 5.620337 0.375889 0.0 0.0 -0.1
H 4.717932 3.484903 -0.010811 0.1 0.1 0.0
H 4.059991 2.670602 -1.444906 0.1 0.2 -0.1
H 3.894148 1.826319 1.420189 0.1 -0.4 0.1
H 4.299212 0.884483 -0.056521 0.1 -0.2 0.2
H 1.552233 1.873061 0.884002 -0.1 0.3 -0.2
H 1.869274 1.296615 -0.772759 -0.1 0.2 0.0
H 2.727834 -0.834990 0.290569 -0.2 -0.2 -0.1
H 2.132393 -0.252817 1.820490 -0.1 -0.2 0.1
H 0.727675 -1.448146 3.238654 0.1 -0.2 -0.2
H -1.011162 -1.345971 3.268479 0.0 -0.3 -0.1
H -3.706018 -3.032299 0.914469 0.1 0.1 -0.2
H -3.238422 -1.144792 2.026995 0.0 0.1 -0.4
H -1.895700 -4.004597 -2.223024 -0.1 -0.2 0.2
H -3.313593 -3.341809 -2.737004 0.2 -0.2 -0.2
H -1.094191 -1.044406 -3.617615 -0.1 0.3 -0.1
H -2.350268 0.240953 0.616324 -0.2 0.0 0.1
H -2.123955 1.003151 -2.301352 0.4 0.0 -0.1
H -3.073862 3.210016 -1.035573 0.0 0.1 -0.1
H -3.915223 2.002214 -0.113448 -0.1 -0.1 0.0
H -4.117165 2.094989 -1.888080 -0.2 -0.2 0.1
H 0.230979 0.007471 -1.527909 0.3 0.3 0.3
H 2.874892 -1.320442 -2.681126 0.1 0.2 -0.2
```
Positions in Å, forces in eV/Å.

Calculated values
F_max ... 0.0236 Eh/bohr
Total charge ... +1
E_LUMO ... -4.327 eV
2S+1 ... 1
SMILES string ... COCCCC[N+]1=C(CC(=O)Br)[C@@](ON=O)([PH2]=O)[C@@](B(N)O)([C@H](Cl)[C@@H](C)Cl)[C@@H]1P(O)Br